(1)
DFT (the ωB97M-V functional and the def2-TZVPD basis) results for an isolated ion of composition C7H14N and charge +1 in a non-equilibrium geometry.

ORCA input file:
```
! wB97M-V def2-TZVPD RIJCOSX def2/J DEFGRID3
* xyz 1 1
N 0.1419 -2.2001 0.0009
C 0.7552 1.5977 1.6928
C -1.1310 -1.5435 -0.5245
C -1.2846 -0.0883 -0.0775
C -0.1586 0.7872 -0.5843
C -0.1564 1.0266 -2.0598
C 0.6100 1.5318 0.2102
C 1.5395 0.8035 2.4010
H -1.4884 -0.1593 0.9926
H 0.0953 -2.2209 1.0242
H -0.9685 -1.5924 -1.6001
H -1.9671 -2.1260 -0.1490
H 0.4007 2.5293 2.1212
H -2.1877 0.2134 -0.6165
H 0.9862 -1.6826 -0.2558
H 1.8452 1.0630 3.4069
H 1.9002 -0.1782 2.1177
H -0.0793 0.0828 -2.6064
H 1.2900 2.2116 -0.2964
H -1.0780 1.4795 -2.4388
H 0.2466 -3.1544 -0.3599
H 0.6887 1.6193 -2.3988
*
```

**Structure (SMILES)**: C=C/C=C(/C)CC[NH3+]
**E_LUMO**: -3.6 eV
**E_tot**: -329.57907 Eh
**Energy relative to the best compared isomer or geometry (same formula, charge and spin)**: 0.7746 eV

=====

(2)
DFT (the ωB97M-V functional and the def2-TZVPD basis) results for an isolated ion of composition C9H10O2P and charge -1 in a non-equilibrium geometry.

ORCA input file:
```
! wB97M-V def2-TZVPD RIJCOSX def2/J DEFGRID3
* xyz -1 1
P -3.5091 0.4058 1.0161
O -1.8086 -1.9974 -0.3542
O -3.1343 -0.1743 -0.4940
C 2.4175 -1.6250 0.2241
C -0.7774 0.1810 -0.3247
C 1.0660 -1.4249 0.1620
C -1.7601 -0.7784 -0.3719
C -1.1046 1.6185 -0.7556
C 3.3559 -0.5780 0.3600
C 0.5340 -0.1487 -0.0630
C 2.8415 0.6798 0.2433
C 1.5049 0.8946 0.0546
H 0.3521 -2.2853 0.1222
H -1.7262 2.3096 -0.1483
H -3.3267 -0.6940 1.6913
H 2.7123 -2.6841 0.0629
H -0.2844 2.2215 -1.2387
H 1.0938 1.9626 0.0025
H 4.4182 -0.5762 0.3679
H 3.6331 1.3779 0.3202
H -1.6268 1.2625 -1.6586
H -4.8713 0.0525 0.7819
*
```

**Structure (SMILES)**: C/C(=C(/[O-])OP)c1ccccc1
**E_LUMO**: 3.8 eV
**E_tot**: -840.76237 Eh
**Energy relative to the best compared isomer or geometry (same formula, charge and spin)**: 0.9334 eV

=====

(3)
DFT (the ωB97M-V functional and the def2-TZVPD basis) results for a 5-piece molecular cluster, C16H42B3ClO11S overall in a non-equilibrium geometry.

ORCA input file:
```
! wB97M-V def2-TZVPD RIJCOSX def2/J DEFGRID3
* xyz 0 1
Cl 0.2894 4.8350 -2.7694
S -3.8015 1.8525 -0.8678
O -3.6232 -1.7834 1.5353
O 1.7312 -6.2933 2.3226
O -0.0726 2.1649 -3.0854
O -1.4090 3.2307 -1.4193
O -2.9729 6.3088 -3.0913
O 4.4946 -5.4210 2.8700
O -0.9290 -2.9640 1.9825
O -1.1711 0.9050 -1.4087
O 2.7880 -0.6700 -1.1628
O 5.3126 0.5493 -0.2859
O -5.0072 7.9789 -1.7801
C -4.5062 6.7571 -1.2648
C 1.6700 -6.8636 3.6150
C -1.2900 -2.1004 0.9191
C -3.0774 6.4997 -1.6886
C 3.5155 0.2973 -1.9016
C 5.5465 -0.5754 0.5406
C 5.0017 0.2194 -1.6275
C -2.5104 7.4484 -3.7890
C 3.6283 -4.8264 1.9192
C -1.4848 -4.2625 1.8857
C -2.3903 -1.1332 1.2867
C -3.9152 -1.9449 2.9089
C 2.1729 -0.1523 -0.0003
C 4.9468 -6.7098 2.5025
C 2.1731 -4.9452 2.3138
C -5.8353 7.8231 -2.9155
B -0.4527 0.9347 -2.5936
B -1.9996 1.9957 -1.2388
B -0.4444 3.3021 -2.3990
H 5.5611 -0.2219 1.5701
H -3.0657 -2.3621 3.4562
H -1.4358 7.5946 -3.6308
H 1.5312 -7.9362 3.4892
H 2.0100 -4.4828 3.2929
H 3.7813 -5.2717 0.9300
H -1.5857 -2.6789 0.0369
H 1.2975 0.4556 -0.2599
H -2.0883 -0.5387 2.1570
H -1.3088 -4.7569 2.8399
H -4.5440 6.8204 -0.1731
H -2.5584 -4.2294 1.6855
H -4.1143 1.6161 -2.1507
H 3.1503 1.3060 -1.6762
H -3.0418 8.3525 -3.4817
H -2.6867 7.2733 -4.8493
H 5.5171 0.9357 -2.2741
H -2.5218 -0.4579 0.4384
H -5.1393 5.9201 -1.5782
H 5.3692 -0.7834 -1.8706
H -0.4037 -1.5196 0.6562
H -5.3766 7.1715 -3.6634
H -0.9854 -4.8349 1.0963
H -0.2388 -0.0712 -3.1785
H 5.4150 -7.1504 3.3812
H 5.6904 -6.6505 1.6998
H -4.1980 -0.9895 3.3652
H -2.7252 5.5828 -1.2069
H 6.5141 -1.0354 0.3123
H 2.8600 0.4567 0.5921
H 0.8219 -6.4624 4.1818
H 4.7610 -1.3277 0.4301
H 1.8429 -0.9975 0.6007
H 3.3404 0.1035 -2.9639
H 2.5887 -6.6844 4.1794
H -5.9830 8.8123 -3.3457
H -2.4331 7.3232 -1.3631
H -4.7580 -2.6304 2.9818
H -6.8116 7.4115 -2.6356
H 3.8881 -3.7648 1.8567
H 1.5631 -4.4053 1.5833
H 4.1228 -7.3490 2.1763
*
```

**Structure (SMILES)**: SB1OBOB(Cl)O1.COCCOC.COCCOC.COCCOC.COCCOC
**E_LUMO**: 0.2 eV
**E_tot**: -2395.54993 Eh

=====

| no. | frontier orbital gap (eV) |
| --- | --- |
| 1 | 9.3 |
| 2 | 6.7 |
| 3 | 9.4 |